# C11H23B

2 unconnected molecules or ions with the total composition C11H23B at a distorted geometry (ωB97M-V with the def2-TZVPD basis set, the Open Molecules 2025 dataset).

Each line ends with the Löwdin charge.
Positions of all 35 atoms, in Å:
C: -0.13816 2.23628 0.96897  -0.272
C: -0.30974 2.53012 -2.16308  -0.050
C: 0.85927 2.03610 2.10698  -0.108
C: -0.87660 -1.73233 1.18070  -0.205
C: -2.15521 -0.92452 1.42698  -0.124
C: 1.90124 -1.38966 0.97679  -0.210
C: 2.10822 -2.91145 0.95558  -0.122
C: 0.06339 0.02160 -2.24985  -0.226
C: -0.05969 1.25357 -1.39226  -0.343
C: -1.29416 -0.41303 -2.80474  -0.090
C: -0.00032 1.19591 -0.07877  -0.050
B: 0.41733 -0.92448 0.85049  -0.054
H: 0.47659 -0.78838 -1.64336  0.084
H: 0.34740 2.57980 -3.03055  0.077
H: -1.34057 2.56687 -2.51608  0.078
H: 1.87401 2.04527 1.71691  0.079
H: 0.68634 1.07424 2.58555  0.056
H: -1.69297 0.33360 -3.48456  0.067
H: -1.20414 -1.35270 -3.34493  0.069
H: -0.13509 3.40627 -1.54485  0.062
H: -3.01886 -1.58256 1.52024  0.069
H: -1.15578 2.20260 1.37378  0.109
H: 1.77554 -3.32515 0.00648  0.073
H: 2.53930 -0.94017 0.21149  0.099
H: 0.76563 2.82527 2.84905  0.069
H: 2.28568 -1.00793 1.92948  0.106
H: 0.00903 3.23517 0.54076  0.098
H: 1.54534 -3.39124 1.75250  0.067
H: -1.04908 -2.37967 0.31032  0.116
H: -0.72994 -2.41039 2.02753  0.099
H: -2.06766 -0.34613 2.34613  0.071
H: 0.74561 0.21221 -3.08383  0.111
H: 3.16083 -3.15933 1.08349  0.070
H: -2.00079 -0.54516 -1.99082  0.067
H: -2.33198 -0.23060 0.60752  0.058

Cartesian forces, eV/Å:
0.0471 0.1722 -0.0292
-0.0013 -0.1079 0.2204
-0.1695 0.1837 -0.2284
-0.1352 0.4203 0.1699
0.1062 -0.0320 -0.0639
0.0135 -0.1553 -0.2221
-0.0852 0.1762 0.0513
-0.2390 0.0138 0.0755
0.1119 0.1649 -0.4430
0.2790 -0.0444 -0.0083
0.7623 -3.4505 1.8186
-0.6304 2.5769 -1.3257
0.0989 -0.0165 -0.0436
0.0208 0.0575 -0.1058
-0.0576 0.0676 -0.1030
0.1450 -0.0394 0.0100
0.0102 -0.1103 0.1487
-0.1112 0.0883 -0.1132
-0.0629 -0.0923 -0.1032
-0.0238 0.1103 -0.0203
-0.0516 0.0143 0.0437
0.0052 0.0729 -0.0083
-0.0194 -0.1361 -0.0732
-0.1183 0.2069 0.0393
0.0127 0.0302 0.1570
-0.0764 0.2085 0.0730
-0.0944 0.0303 0.0416
-0.0357 -0.1342 0.0480
0.1901 -0.1025 -0.0955
0.2164 -0.1389 -0.0630
-0.0532 0.0695 0.0246
0.0847 -0.0622 0.0314
0.0241 -0.0603 -0.0016
-0.1506 -0.0486 0.1199
-0.0125 0.0671 -0.0217

For the energy above the lowest of the compared OMol25 structures with the same formula, charge and spin, the calculation gives 0.0 kJ/mol. As for the frontier orbital gap: 8.6 eV. The HOMO energy is -7.95 eV. As for the LUMO energy: 0.70 eV.


# C11H23BF4NO2P2Pt

A molecular structure, C11H23BF4NO2P2Pt at a distorted geometry (ωB97M-V with the def2-TZVPD basis set, the Open Molecules 2025 dataset).

Each line ends with the Löwdin spin population.
Positions of all 45 atoms, in Å:
Pt: -0.30900 0.54820 -0.21340  0.486
P: -1.20829 1.08271 1.72756  0.197
P: 1.22749 -0.19319 -1.75240  0.222
F: 2.23289 4.07318 1.99451  0.000
F: 2.25165 4.11318 -0.34013  0.001
F: 4.17501 3.49891 0.83524  0.001
F: 2.32645 2.09501 0.80583  0.011
O: -2.01869 -1.47976 -2.55692  0.010
O: -1.86194 1.06632 -2.23192  0.668
N: -0.17580 -1.40319 0.54034  0.029
C: -0.98947 -0.50002 2.66183  0.018
C: 0.23261 -2.36958 -0.30996  0.003
C: -0.72806 -3.00578 2.16464  0.001
C: -2.94620 1.22674 1.40364  0.070
C: -0.57917 2.46865 2.63060  0.022
C: 0.05391 -3.71643 0.01552  0.001
C: -0.40676 -4.01970 1.28482  0.001
C: 0.56751 -1.90308 -1.70157  0.051
C: 2.90587 -0.29776 -1.18391  0.018
C: -0.64425 -1.67537 1.77209  0.006
C: 1.13090 0.53787 -3.38353  0.049
B: 2.76953 3.47781 0.82059  0.001
H: 3.21252 0.68093 -0.79738  0.003
H: -1.91783 -1.54723 -3.53887  0.000
H: 0.23667 -4.47563 -0.74762  0.000
H: 0.08554 0.79006 -3.61858  0.003
H: -3.23723 0.52440 0.62237  0.003
H: -0.43508 -1.88278 -2.23324  0.001
H: -2.77846 1.42165 -2.30431  0.007
H: -3.11189 2.23742 1.03333  0.000
H: -0.53784 -5.05868 1.58154  0.000
H: -0.85378 2.40614 3.68953  0.006
H: 3.53176 -0.60263 -2.02847  0.005
H: 1.73253 1.46013 -3.34435  0.000
H: -0.15792 -0.35386 3.37172  0.000
H: -1.08487 -3.19373 3.17547  0.000
H: -0.51483 2.00723 -0.94816  0.063
H: -1.99590 -0.49672 -2.42709  -0.001
H: 1.21301 -2.61851 -2.21967  0.012
H: -1.89520 -0.69634 3.25414  0.003
H: -1.01924 3.36262 2.17603  0.000
H: 1.56413 -0.15739 -4.11896  0.013
H: 0.50608 2.55057 2.51073  0.002
H: -3.52016 1.06168 2.31283  0.016
H: 2.97183 -1.04405 -0.38448  0.000

Cartesian forces, eV/Å:
-1.5163 1.1842 -2.4838
0.8373 -0.4068 1.5256
0.6974 -0.7761 0.3206
0.0417 -0.4023 -0.5260
0.1794 -0.5178 0.5978
-0.8973 -0.1107 -0.0721
-0.2315 -0.2224 -0.1038
-0.3396 0.0706 -1.7370
-0.1943 0.1533 -0.4596
0.4041 -0.0060 0.1564
0.2134 -0.0206 0.2320
-0.8316 -0.0671 -0.2393
-0.4038 0.7961 0.8433
-0.4235 0.3424 -0.4740
-0.0317 0.3402 0.1082
0.3336 0.4967 -0.3121
-0.0033 -0.4654 -0.1508
-0.3248 -0.4112 -0.3010
0.3287 0.2947 0.1544
0.2756 -0.4945 -0.3101
-0.0549 0.2517 -0.0747
0.3608 0.6344 -0.0119
0.0860 -0.0995 0.0008
-0.4312 -0.2142 1.0400
0.0988 0.1815 0.4186
0.4184 -0.1096 0.0101
-0.1454 -0.0804 0.1251
0.9271 -0.0070 0.4518
0.6115 0.1504 0.6372
-0.1731 0.0341 -0.0063
0.0254 0.2287 -0.0399
0.0158 0.0364 -0.1465
0.0264 0.0375 0.1029
-0.2227 -0.2411 -0.0805
-0.2266 0.0213 -0.1591
0.0782 -0.2445 -0.2598
0.3372 -0.6038 0.7803
-0.1935 -0.2329 0.2439
0.1747 0.1750 0.0300
0.2502 0.0120 -0.1224
0.0951 -0.0227 0.1407
-0.1516 0.1885 0.1734
0.0722 -0.0413 -0.0008
-0.0743 -0.0319 0.0952
-0.0178 0.1998 -0.1166

For the energy above the lowest of the compared OMol25 structures with the same formula, charge and spin, the calculation gives 79.6 kJ/mol. As for the frontier orbital gap (alpha / beta): 9.4 / 5.5 eV. As for the charge: +1. Its spin multiplicity is 3. The HOMO energy (alpha / beta) is -13.08 / -13.08 eV. As for the LUMO energy (alpha / beta): -3.69 / -7.61 eV.


# C11H23Cl3N2O3P2

2 unconnected molecules or ions with the total composition C11H23Cl3N2O3P2 at a distorted geometry (ωB97M-V with the def2-TZVPD basis set, the Open Molecules 2025 dataset).

Each line ends with the Löwdin charge.
Positions of all 44 atoms, in Å:
Cl: 3.17550 1.03922 -0.90483  0.625
Cl: 0.93374 2.22102 -2.96938  0.593
Cl: 2.66613 -1.73580 1.79906  0.670
P: 0.28566 0.99342 0.03280  0.891
P: 0.09438 3.20383 0.29474  0.725
O: -0.42753 -3.31265 1.15292  -0.011
O: -0.75817 -1.93740 -0.60054  -0.192
O: -0.78451 3.34568 1.67708  -0.344
N: -1.12010 -0.08946 3.62790  0.152
N: -1.01829 3.59935 -0.93232  -0.226
C: 2.00605 0.39189 0.26652  -0.815
C: -0.32333 0.96740 -2.84684  -0.747
C: -0.35148 0.49571 2.82740  -0.451
C: -0.68862 0.22851 1.36369  -0.237
C: -1.12345 -2.81856 0.25584  -0.711
C: -0.44414 0.27407 -1.47267  -0.322
C: 1.94224 -1.16516 0.27669  -0.794
C: 0.75688 1.40093 3.32003  -0.056
C: -0.06417 -0.09032 -3.93515  -0.114
C: -2.58298 -3.27723 0.16911  -0.017
C: 2.66107 -1.85552 -0.86770  -0.161
H: -1.28856 1.41831 -3.07617  0.088
H: -1.10117 4.61206 -0.92230  0.040
H: -0.98485 -0.61340 -4.18885  0.089
H: 1.43384 1.78639 2.56183  0.038
H: -2.61609 -4.35448 0.00764  0.072
H: 0.28213 2.27722 3.76660  0.081
H: -0.85730 0.10738 4.59392  0.067
H: -3.11350 -2.78088 -0.64291  0.061
H: -0.68695 -0.85158 1.18862  0.072
H: -3.08573 -3.05835 1.11198  0.073
H: -0.08019 -0.75850 -1.49793  0.048
H: 2.38223 0.71882 1.23034  0.025
H: 3.74311 -1.74054 -0.82068  0.065
H: 0.38257 0.38992 -4.80374  0.063
H: -1.50499 0.17417 -1.22522  0.104
H: -1.94625 3.20721 -0.78387  0.046
H: 1.30236 0.89074 4.11377  0.091
H: -1.67086 2.96654 1.58707  0.057
H: 0.90926 -1.53189 0.25071  0.030
H: 2.44872 -2.92168 -0.75461  0.089
H: -1.71521 0.56321 1.17388  0.107
H: 0.66819 -0.80819 -3.56020  0.071
H: 2.26430 -1.57140 -1.84423  0.066

Cartesian forces, eV/Å:
-0.0126 0.1901 0.0907
0.1205 0.1787 0.0457
0.0413 0.0193 0.4067
-0.6299 -0.6504 -0.2964
0.7031 1.0963 -0.1847
0.1292 0.5334 -0.2940
-0.5944 -1.6995 0.7989
-0.1218 -0.5280 -0.2512
-0.4892 -0.2951 0.4686
-0.2163 -0.2972 0.7227
0.2205 -0.3420 -0.0977
-0.5095 -0.7829 -0.2739
0.2500 0.2027 -0.2342
0.2737 0.4135 0.1892
-0.4488 -0.7632 -0.0453
0.3456 1.5393 -0.6858
0.3562 0.0453 -0.3929
-0.2664 0.2028 0.1138
0.4828 0.2715 0.4354
0.0176 0.1257 -0.1394
-0.1960 -0.6535 0.0569
0.2651 0.4878 0.0661
-0.0241 -0.0369 -0.3216
0.0440 -0.0297 -0.0205
0.0952 -0.1120 0.0528
0.0080 -0.0110 0.0846
0.0610 -0.0193 -0.0248
-0.0471 -0.0529 0.0240
0.0280 -0.0002 -0.0104
0.0315 0.2223 0.0624
0.0368 -0.0733 0.0365
0.0895 0.4843 -0.1073
-0.2284 0.0781 0.0113
-0.0746 0.2491 -0.1174
-0.3094 -0.0728 -0.1751
0.1417 -0.1239 -0.0143
0.0054 0.0178 -0.2841
0.1974 -0.0312 -0.2020
-0.0326 0.0645 0.3019
0.2526 0.0616 0.1792
-0.0158 0.0587 0.0002
-0.0126 -0.1182 0.0485
-0.0778 -0.0696 -0.0947
0.1103 0.2199 0.0717

As for the frontier orbital gap: 7.9 eV. The HOMO energy is -8.23 eV. As for the LUMO energy: -0.34 eV.


# C11H23ClN4O2

2 unconnected molecules or ions with the total composition C11H23ClN4O2 at a distorted geometry (ωB97M-V with the def2-TZVPD basis set, the Open Molecules 2025 dataset).

Each line ends with the Löwdin charge.
Positions of all 41 atoms, in Å:
Cl: -2.10004 1.66415 0.94162  0.699
O: 2.60632 1.46770 0.54118  -0.201
O: 2.85743 -2.22725 -1.18504  -0.414
N: 0.47788 -2.31576 1.80157  0.129
N: -1.43736 -0.83235 -0.60594  -0.042
N: 0.33524 -1.85958 0.53626  0.201
N: -1.51747 -1.54481 1.65136  0.183
C: -3.31188 0.45635 0.51608  -0.747
C: 1.42566 1.72701 -0.18566  -0.252
C: 1.46440 0.83877 -1.39590  -0.156
C: 2.94742 2.35934 1.56650  -0.099
C: -2.84063 -0.50982 -0.56185  -0.176
C: 0.05398 0.72439 -2.00358  -0.135
C: -4.58364 1.11235 0.08877  -0.128
C: -0.64462 -0.64892 -1.85155  -0.090
C: -0.88049 -1.37271 0.47920  -0.337
C: -0.65611 -2.10514 2.41285  -0.133
C: 3.68070 -1.54867 -0.34957  -0.450
H: 0.05616 0.97801 -3.04696  0.105
H: 0.57128 1.58682 0.47110  0.068
H: 3.98979 -2.07539 0.60671  0.041
H: 1.10459 -1.97922 -0.14634  0.129
H: 3.09604 1.81894 2.48174  0.079
H: 1.91990 -0.11295 -1.24464  0.055
H: -4.46433 1.58385 -0.86945  0.079
H: 1.33534 -2.75549 2.08762  0.188
H: -3.38498 -1.42389 -0.38756  0.132
H: 1.37565 2.74407 -0.55383  0.125
H: -0.54780 1.46252 -1.49810  0.076
H: 3.85403 2.88234 1.31266  0.082
H: -3.51318 -0.11387 1.39760  0.075
H: 4.66311 -1.19850 -0.75691  0.056
H: -1.32021 -0.75533 -2.67807  0.113
H: -4.91415 1.81446 0.82789  0.073
H: 0.04087 -1.47270 -1.93103  0.116
H: 2.13904 1.33215 -2.06862  0.119
H: -0.81946 -2.39550 3.41938  0.138
H: 3.22247 -0.59593 0.00631  0.018
H: -3.13076 -0.16227 -1.53004  0.121
H: -5.33466 0.34911 -0.01353  0.085
H: 2.18448 3.10370 1.71779  0.078

Cartesian forces, eV/Å:
0.3326 0.3991 0.0861
0.1941 0.0419 -0.1337
-1.4058 -0.2840 0.3435
1.4564 -0.4801 -0.3332
0.8028 0.1267 -0.2709
1.0530 -0.2441 0.2174
-1.8586 0.9099 -0.6128
-0.1691 -0.1546 -0.1812
0.6576 -0.3677 0.6178
-0.9696 0.3485 -0.4265
-0.2520 0.1165 -0.4307
0.2141 -0.1594 0.3657
0.3204 -0.6504 0.6394
-0.0555 -0.1331 -0.1322
-0.1001 0.7387 0.5051
-1.0861 0.5133 -1.3032
0.4038 -0.6989 1.3034
0.2594 0.8560 0.9318
0.0398 0.0246 -0.5739
-0.3772 -0.2707 0.0521
-0.1735 -0.0990 -0.3093
1.3424 -0.1205 -0.9586
0.1044 -0.3246 0.5613
0.1379 -0.9156 0.3690
0.0120 0.4716 -0.4009
0.1852 0.0048 0.0282
-0.4434 -0.4833 0.0324
0.0676 0.6741 0.1147
-0.6012 0.3463 -0.0335
0.5334 0.2206 -0.0979
0.1980 -0.1612 0.6705
-0.2206 -0.3322 -0.2628
-0.5959 -0.1800 -0.2873
-0.2212 0.4468 0.2898
0.6203 -0.3180 -0.0404
0.2921 0.1865 -0.6743
-0.0666 -0.1656 0.6895
0.3846 -0.2869 0.1994
0.0017 0.3940 -0.6532
-0.5080 -0.3774 -0.0794
-0.5093 0.3874 0.1786

As for the frontier orbital gap: 6.4 eV. The HOMO energy is -6.12 eV. As for the LUMO energy: 0.26 eV.